[1]
Formula: C4H12
Source: the Open Molecules 2025 dataset
Level of theory: ωB97M-V/def2-TZVPD

XYZ file:
```
16
Properties=species:S:1:pos:R:3:forces:R:3:mulliken_charge:R:1
C 0.564 1.656 0.986 -0.2966 0.3935 -0.6139 -0.75
C 1.806 0.687 1.055 -1.2004 3.0300 -1.2532 -0.90
H -0.204 1.474 0.163 1.3190 0.0370 0.9125 0.15
H -0.038 1.794 1.890 0.2387 -0.7020 0.2307 0.27
H 0.971 2.675 0.879 -0.2228 -0.3063 -0.5248 0.32
H 1.708 -0.115 1.676 -0.6195 -2.3549 1.6425 0.31
H 2.612 1.283 1.447 0.5554 0.0967 0.0312 0.36
H 2.052 0.358 0.063 0.2471 -0.1740 -0.4319 0.24
C -1.788 -0.893 -0.677 -0.3336 0.7532 2.3372 -0.71
C -0.632 -1.518 -1.384 3.6198 3.8309 -0.7389 -0.70
H -1.456 -0.630 0.412 -0.5223 0.2850 -2.0572 0.15
H -2.084 -0.022 -1.287 -0.3593 -0.1796 0.9633 0.21
H -2.652 -1.534 -0.406 0.3739 0.1174 -0.9983 0.33
H -0.670 -2.505 -1.560 -0.4856 -3.5820 -0.8177 0.37
H 0.325 -1.386 -0.790 -1.0372 -0.1919 -0.3229 0.10
H -0.273 -0.977 -2.370 -1.2765 -1.0531 1.6416 0.24
```
Forces are in eV/Å.

The energy above the lowest of the compared OMol25 structures with the same formula, charge and spin is 1.0974 eV. As for the SMILES: CC.CC. The calculation puts the highest occupied orbital energy at -11.0809 eV. As for the frontier orbital gap: 12.255 eV. Its lowest unoccupied orbital energy is 1.175 eV. Its max |F| is 5.32 eV Å⁻¹.

[2]
Formula: C4H5N3
Source: the Open Molecules 2025 dataset
Level of theory: ωB97M-V/def2-TZVPD

XYZ file:
```
12
Properties=species:S:1:pos:R:3:forces:R:3:mulliken_charge:R:1
C -1.511 0.098 0.131 -0.0290 -0.0296 0.0635 -0.84
N -0.085 0.414 -0.151 0.0525 0.1177 -0.0325 -0.01
C 1.025 -0.575 0.212 0.1209 -0.3584 -0.0379 -0.56
C 1.656 -1.170 -0.918 0.2656 -0.1096 -0.5210 0.30
N 2.195 -1.588 -1.861 -0.4813 0.3653 0.8115 -0.43
C 0.700 1.192 0.747 -0.1888 0.7242 0.3154 0.37
N 0.918 2.116 1.443 -0.1141 -0.8502 -0.5962 -0.52
H -1.587 -0.215 1.174 0.0453 0.0635 -0.1763 0.32
H -1.814 -0.715 -0.535 0.1013 0.1689 0.1325 0.36
H -2.124 0.990 -0.032 0.1795 -0.1711 0.0304 0.31
H 0.040 0.737 -1.115 0.0374 -0.0315 0.1842 0.39
H 0.692 -1.234 1.008 0.0107 0.1108 -0.1737 0.30
```
Forces are in eV/Å.

The energy above the lowest of the compared OMol25 structures with the same formula, charge and spin is 5.1017 eV. The calculation puts the highest occupied orbital energy at -8.3278 eV. As for the frontier orbital gap: 8.422 eV. Its lowest unoccupied orbital energy is 0.094 eV. Its max |F| is 1.04 eV Å⁻¹.

Please write out number 2 again, unchanged.
Formula: C4H5N3
Source: the Open Molecules 2025 dataset
Level of theory: ωB97M-V/def2-TZVPD

XYZ file:
```
12
Properties=species:S:1:pos:R:3:forces:R:3:mulliken_charge:R:1
C -1.511 0.098 0.131 -0.0290 -0.0296 0.0635 -0.84
N -0.085 0.414 -0.151 0.0525 0.1177 -0.0325 -0.01
C 1.025 -0.575 0.212 0.1209 -0.3584 -0.0379 -0.56
C 1.656 -1.170 -0.918 0.2656 -0.1096 -0.5210 0.30
N 2.195 -1.588 -1.861 -0.4813 0.3653 0.8115 -0.43
C 0.700 1.192 0.747 -0.1888 0.7242 0.3154 0.37
N 0.918 2.116 1.443 -0.1141 -0.8502 -0.5962 -0.52
H -1.587 -0.215 1.174 0.0453 0.0635 -0.1763 0.32
H -1.814 -0.715 -0.535 0.1013 0.1689 0.1325 0.36
H -2.124 0.990 -0.032 0.1795 -0.1711 0.0304 0.31
H 0.040 0.737 -1.115 0.0374 -0.0315 0.1842 0.39
H 0.692 -1.234 1.008 0.0107 0.1108 -0.1737 0.30
```
Forces are in eV/Å.

The energy above the lowest of the compared OMol25 structures with the same formula, charge and spin is 5.1017 eV. The calculation puts the highest occupied orbital energy at -8.3278 eV. As for the frontier orbital gap: 8.422 eV. Its lowest unoccupied orbital energy is 0.094 eV. Its max |F| is 1.04 eV Å⁻¹.

Question: The lowest lowest unoccupied orbital energy belongs to which entry?
Answer: C4H5N3